C19H30BrFN2O2S in the gas phase. Source: the OMol25 dataset; level of theory: ωB97M-V/def2-TZVPD.

Last column: natural (NBO) charge in e.
Element x y z (Å)
1 H -3.48 4.60 -2.27  0.204
2 Br -1.13 -0.87 6.27  -0.057
3 C 1.35 1.34 -1.40  -0.388
4 H -2.86 0.26 -0.86  0.173
5 H -4.49 -0.08 -1.51  0.164
6 C -0.83 2.62 -1.18  -0.419
7 H -1.82 4.46 -0.60  0.196
8 H 3.54 -1.87 1.12  0.222
9 H 0.78 -3.33 1.62  0.229
10 H 1.02 3.43 -1.90  0.193
11 H 2.00 -1.02 -0.89  0.202
12 H -0.41 -1.94 3.33  0.278
13 C 0.89 -2.48 0.95  -0.539
14 H 0.46 -2.55 4.73  0.269
15 H 3.43 -0.20 1.68  0.234
16 C 0.70 2.71 -1.14  -0.394
17 C 0.42 -1.72 4.02  -0.573
18 H -1.17 2.25 -0.20  0.221
19 C 2.82 -0.48 -0.38  -0.403
20 H 1.17 -3.50 -1.94  0.204
21 C 1.56 -1.29 1.70  -0.193
22 H -3.03 -0.63 -2.39  0.184
23 H 3.74 -0.77 -0.90  0.218
24 C -1.57 3.92 -1.52  -0.391
25 O 0.39 0.64 4.56  -0.449
26 C 1.75 -1.65 3.22  0.310
27 N 2.93 -4.00 3.38  -0.265
28 H -0.64 -4.38 -0.54  0.215
29 C -0.79 -3.40 -1.01  -0.532
30 H -1.11 1.86 -1.92  0.206
31 H 0.60 0.57 -1.21  0.198
32 H 1.02 3.09 -0.17  0.201
33 C -3.45 0.17 -1.78  -0.249
34 C 0.71 -0.09 1.64  0.301
35 C 2.57 1.03 -0.53  -0.411
36 H 2.43 1.49 0.45  0.203
37 H 1.55 -2.79 0.14  0.239
38 C 0.08 -0.46 4.79  0.560
39 H -0.17 -3.81 -3.03  0.222
40 H -1.84 -3.38 -1.34  0.232
41 C 0.15 -3.20 -2.19  -0.626
42 H -3.54 2.35 -0.75  0.169
43 C 2.42 -2.97 3.32  0.240
44 H -2.63 3.52 -3.37  0.214
45 N 0.04 0.84 1.58  -0.298
46 H 1.63 1.28 -2.46  0.201
47 C 2.94 -0.96 1.07  -0.379
48 F 2.60 -0.76 3.80  -0.320
49 S -0.74 -2.10 0.24  0.221
50 H 0.15 -2.15 -2.50  0.222
51 O -3.38 1.35 -2.55  -0.552
52 H 3.47 1.49 -0.97  0.208
53 H -0.90 4.58 -2.09  0.199
54 C -3.71 2.53 -1.82  -0.066
55 C -2.86 3.70 -2.32  -0.416
56 H -4.77 2.75 -1.96  0.171

As for the HOMO-LUMO gap: 9.7 eV. Its HOMO energy is -0.3412 Ha.

C19H30N2O2 in the gas phase. Source: the OMol25 dataset; level of theory: ωB97M-V/def2-TZVPD.

Last column: natural (NBO) charge in e.
Element x y z (Å)
1 H -7.79 0.21 0.75  0.215
2 C -3.69 1.21 -0.61  -0.251
3 H -1.79 2.13 -0.27  0.224
4 C 5.72 -2.51 -0.54  -0.397
5 C 4.26 -2.72 -0.98  -0.415
6 H 1.00 0.20 -1.70  0.201
7 H -0.51 1.10 2.02  0.206
8 C 2.63 0.00 1.12  -0.247
9 C -2.71 -0.88 0.90  -0.199
10 H 5.65 -1.44 1.43  0.206
11 N 2.82 -0.88 -0.02  -0.455
12 C 3.37 3.05 0.26  -0.049
13 C -0.52 0.32 1.25  -0.223
14 H -0.26 -0.63 1.75  0.168
15 H -4.08 2.02 -1.21  0.223
16 H -2.34 -1.71 1.48  0.206
17 H 1.09 -2.03 0.40  0.158
18 C -4.50 0.10 -0.38  0.289
19 H 6.13 -3.37 -0.03  0.201
20 H -0.39 -0.69 -1.07  0.217
21 O -5.73 0.14 -0.97  -0.495
22 C -6.66 -0.88 -0.72  -0.061
23 H -8.06 -1.54 0.78  0.214
24 C 3.80 -1.91 0.25  -0.017
25 C 0.59 -0.29 -0.81  -0.232
26 H -7.42 -0.75 -1.50  0.193
27 H 1.68 -2.10 -1.27  0.209
28 C 1.71 1.17 0.72  -0.030
29 C 2.39 2.04 -0.34  -0.448
30 H 2.85 3.74 0.93  0.174
31 H 4.03 -2.20 -1.90  0.210
32 H 4.39 3.30 -1.37  0.461
33 C -2.42 1.27 -0.08  -0.176
34 C -1.91 0.23 0.68  -0.069
35 H 1.52 1.79 1.61  0.200
36 H -6.21 -1.87 -0.85  0.168
37 N 0.43 0.71 0.22  -0.454
38 H 2.93 1.40 -1.04  0.211
39 C 1.54 -1.43 -0.42  -0.243
40 H 1.62 2.59 -0.89  0.222
41 H 6.41 -2.20 -1.32  0.205
42 C -7.31 -0.76 0.66  -0.638
43 H 3.49 -2.56 1.08  0.163
44 C -4.00 -0.95 0.38  -0.269
45 H 3.91 -3.75 -1.04  0.205
46 H 5.38 -0.42 0.01  0.207
47 H 2.18 -0.54 1.98  0.167
48 H -4.58 -1.84 0.57  0.207
49 H 4.14 2.53 0.85  0.147
50 H -6.57 -0.86 1.45  0.213
51 H 3.60 0.38 1.44  0.207
52 C 5.25 -1.41 0.42  -0.414
53 O 3.98 3.87 -0.71  -0.714

As for the HOMO-LUMO gap: 9.0 eV. Its HOMO energy is -0.2983 Ha. For the relative energy (zero: lowest compared OMol25 entry of this formula, charge and spin), the calculation gives 265.4 kJ/mol.

C19H30N2O4S in the gas phase. Source: the OMol25 dataset; level of theory: ωB97M-V/def2-TZVPD.

Last column: natural (NBO) charge in e.
Element x y z (Å)
1 H -3.64 0.62 0.44  0.221
2 C 2.51 2.08 -0.20  0.033
3 H -1.45 -3.04 0.21  0.201
4 C 0.54 2.89 0.94  -0.198
5 C -1.03 0.19 -0.41  -0.249
6 C 3.50 -2.20 -3.54  -0.635
7 O 1.42 0.09 -2.80  -0.630
8 H -0.61 -0.72 2.06  0.186
9 O 1.48 -2.05 -2.17  -0.514
10 H -0.28 3.58 1.04  0.232
11 C 1.72 0.98 1.79  -0.212
12 H -2.08 -0.48 4.29  0.244
13 H -3.59 0.42 4.17  0.207
14 H 3.46 0.39 0.70  0.213
15 C -0.66 -1.07 -2.53  -0.319
16 H -0.68 -3.21 -2.14  0.221
17 H -2.37 0.17 -2.10  0.208
18 N -1.64 -0.97 0.21  -0.464
19 H -2.25 -2.40 -1.99  0.211
20 H -3.54 -1.27 3.66  0.207
21 H 3.21 -1.37 -4.18  0.224
22 H 0.09 -2.18 -0.05  0.167
23 N -1.95 1.42 2.31  -0.894
24 C -0.99 -2.17 -0.28  -0.218
25 H -0.86 1.07 -2.37  0.229
26 H -2.61 2.16 2.54  0.411
27 C -2.98 -0.34 3.69  -0.630
28 C 0.68 1.87 1.87  -0.270
29 H 4.42 1.70 -1.11  0.212
30 C -3.86 0.21 1.42  -0.606
31 H -4.59 0.86 1.91  0.203
32 C 2.64 1.09 0.76  -0.224
33 H 3.20 -2.83 -1.48  0.191
34 H -1.45 1.09 0.04  0.226
35 H -1.92 -1.91 2.02  0.206
36 H 3.23 -1.06 -1.72  0.194
37 C 2.91 -2.02 -2.15  -0.074
38 H 4.58 -2.23 -3.47  0.217
39 C -1.18 -2.30 -1.79  -0.392
40 H 3.14 -3.13 -3.98  0.211
41 C 0.85 -0.93 -2.51  0.818
42 C 3.46 2.17 -1.35  -0.650
43 H 1.36 3.77 -0.83  0.216
44 C -2.60 0.10 2.27  0.119
45 H 0.06 0.21 -0.24  0.173
46 O -0.73 3.02 3.76  -0.943
47 C -1.29 0.18 -1.91  -0.390
48 S -0.54 1.72 3.16  2.307
49 H -0.94 -1.14 -3.59  0.238
50 H 3.03 1.65 -2.20  0.258
51 H 3.64 3.20 -1.64  0.218
52 H -4.30 -0.78 1.30  0.224
53 C -1.62 -0.92 1.66  -0.220
54 C 1.46 2.99 -0.09  -0.211
55 O -0.17 0.63 4.01  -0.946
56 H 1.80 0.21 2.55  0.243

As for the HOMO-LUMO gap: 9.3 eV. Its HOMO energy is -0.3153 Ha. For the relative energy (zero: lowest compared OMol25 entry of this formula, charge and spin), the calculation gives 18.2 kJ/mol.

C19H30N2O6S in the gas phase. Source: the OMol25 dataset; level of theory: ωB97M-V/def2-TZVPD.

Last column: natural (NBO) charge in e.
Element x y z (Å)
1 H -1.34 -0.98 3.20  0.169
2 C 4.88 -1.36 -0.89  -0.222
3 H -1.35 -2.28 -0.10  0.197
4 C 0.08 3.97 -0.25  -0.385
5 C -2.82 1.82 0.06  -0.253
6 H 6.13 -2.53 2.02  0.220
7 H -1.90 -3.19 2.34  0.167
8 C -4.14 -0.94 -0.89  -0.119
9 C -2.13 0.81 2.26  -0.237
10 C 5.04 -1.50 0.49  0.018
11 C -2.07 -3.05 0.19  -0.111
12 C -0.48 1.76 0.86  0.718
13 H 2.04 -0.23 1.46  0.258
14 O -3.98 0.32 -1.52  -0.534
15 H 1.87 1.92 0.14  0.411
16 H 2.07 4.21 0.53  0.206
17 C 4.01 -1.09 1.33  -0.207
18 O 1.21 0.25 -2.63  -0.931
19 C 0.01 2.44 -0.42  -0.165
20 C 3.72 -0.82 -1.42  -0.178
21 H 0.95 5.49 0.99  0.217
22 H -3.20 0.88 2.44  0.217
23 H -0.94 -0.80 1.47  0.204
24 H -2.37 -1.63 -1.94  0.171
25 H -3.79 1.63 0.53  0.231
26 H -5.21 -1.17 -0.95  0.187
27 C 1.05 4.42 0.83  -0.622
28 C 2.84 -0.55 0.81  -0.209
29 O 0.35 1.46 1.72  -0.697
30 H -0.93 4.32 -0.01  0.206
31 C -3.33 -2.05 -1.59  -0.085
32 H 7.03 -1.26 1.19  0.228
33 H -1.56 -4.02 0.20  0.187
34 H -3.88 -2.43 -2.46  0.189
35 H 3.57 -0.71 -2.48  0.244
36 C 6.30 -2.06 1.05  -0.633
37 H 6.74 -2.79 0.37  0.221
38 H -2.78 2.88 -0.19  0.199
39 H -2.60 1.62 -2.11  0.188
40 H 0.85 3.90 1.77  0.223
41 H 0.37 4.40 -1.21  0.219
42 O -2.87 -1.43 1.90  -0.555
43 H -3.85 -0.89 0.16  0.198
44 H -3.57 -3.30 1.71  0.203
45 N -1.79 1.52 1.03  -0.437
46 H 4.12 -1.19 2.40  0.216
47 C -1.73 -0.67 2.22  -0.077
48 H -0.62 2.19 -1.27  0.229
49 N 1.33 1.89 -0.71  -0.830
50 O -3.09 -3.18 -0.78  -0.538
51 S 1.21 0.28 -1.20  2.291
52 H -1.59 1.30 3.08  0.223
53 C -2.61 -2.79 1.61  -0.093
54 C 2.71 -0.43 -0.56  -0.287
55 C -2.77 0.97 -1.24  -0.100
56 O 0.07 -0.35 -0.56  -0.976
57 H 5.67 -1.68 -1.55  0.217
58 H -1.94 0.26 -1.17  0.207

As for the HOMO-LUMO gap: 9.5 eV. Its HOMO energy is -0.3280 Ha. For the relative energy (zero: lowest compared OMol25 entry of this formula, charge and spin), the calculation gives 111.0 kJ/mol.